ORCA calculation (ωB97M-V/def2-TZVPD) on an isolated ion of composition C6H14N3O and charge +1.

The geometry in XYZ format:
```
24
Properties=species:S:1:pos:R:3:mulliken_charge:R:1
O -3.155 -0.912 -0.338 -0.22
N -2.905 -0.928 1.094 -0.46
N -1.377 0.540 -0.829 -0.24
N 0.668 0.627 0.144 -0.16
C 2.050 -0.566 -1.469 -1.74
C -0.493 1.195 -0.076 0.80
C 2.165 -1.169 0.792 -1.35
C 1.155 -0.668 -0.261 0.30
C -2.253 -0.300 -1.112 0.08
C -0.614 2.456 0.706 -1.35
H 0.331 -1.243 -0.476 0.39
H 2.574 -0.304 1.337 0.35
H 2.551 -1.431 -1.543 0.54
H 2.710 0.176 -1.293 0.47
H -2.544 -1.880 1.137 0.26
H -3.825 -0.929 1.595 0.29
H -0.940 2.238 1.665 0.33
H -1.462 3.052 0.280 0.39
H 0.280 3.066 0.637 0.45
H 2.999 -1.526 0.377 0.47
H 1.383 1.243 0.553 0.34
H 1.738 -1.961 1.510 0.27
H -2.521 -0.525 -2.091 0.42
H 1.488 -0.252 -2.339 0.37
```

Values from the calculation:
- HOMO (eV) = -14.0985
- HOMO-LUMO gap (eV) = 10.8593
- structure (SMILES) = CC(/N=C\ON)=[NH+]/C(C)C
- relative energy (zero: lowest compared OMol25 entry of this formula, charge and spin) (kcal/mol) = 51.95
- total charge = +1



ORCA calculation (ωB97M-V/def2-TZVPD) on C6H14N3O6P2S5SbY as an isolated structure.

The geometry in XYZ format:
```
38
Properties=species:S:1:pos:R:3:mulliken_charge:R:1
Sb 1.606 -0.598 1.949 1.22
Y -0.882 0.488 -0.143 1.22
S 1.759 0.730 -0.090 -0.84
S 1.745 -2.769 1.191 -0.61
S 3.119 0.175 3.427 -0.64
S -0.635 -0.078 2.500 -0.65
S -1.665 3.106 0.449 -0.55
P -0.032 -0.377 -3.369 0.90
P -1.292 -2.659 -1.550 0.71
O -1.374 -1.583 -0.467 -0.54
O -0.501 -0.415 -4.757 -0.73
O -0.577 -3.899 -0.815 -0.54
O 1.531 0.066 -3.299 -0.61
O -2.455 -3.053 -2.350 -0.76
O -0.764 0.469 -2.330 -0.70
N -1.137 3.313 3.123 0.22
N 0.648 3.081 1.950 0.23
N 1.376 -2.294 -1.931 0.12
C 0.137 -3.102 -3.876 -1.88
C -2.535 3.304 3.501 -0.90
C 0.077 -2.133 -2.696 0.79
C -0.689 3.161 1.867 0.00
C -0.069 3.261 4.004 -0.14
C 1.048 3.102 3.267 -0.70
H -0.772 -3.005 -4.461 0.37
H 1.734 0.481 -2.440 0.23
H 1.227 2.756 1.176 0.22
H 1.344 -2.069 -0.904 -0.50
H -0.208 3.309 5.068 0.42
H 2.101 -1.712 -2.356 0.48
H 0.983 -2.870 -4.527 0.47
H -2.620 3.675 4.519 0.33
H 1.650 -3.276 -1.951 0.49
H -0.143 -3.609 0.015 0.23
H 2.070 2.930 3.552 0.46
H -2.923 2.287 3.443 0.30
H -3.101 3.941 2.826 0.34
H 0.216 -4.132 -3.515 0.52
```

Values from the calculation:
- HOMO (eV) = -5.4634
- HOMO-LUMO gap (eV) = 7.6626
- relative energy (zero: lowest compared OMol25 entry of this formula, charge and spin) (kcal/mol) = 0.00
- total charge = -1



ORCA calculation (ωB97M-V/def2-TZVPD) on an isolated ion of composition C6H14N3OS and charge +1.

The geometry in XYZ format:
```
25
Properties=species:S:1:pos:R:3:mulliken_charge:R:1
S -3.098 -0.596 0.006 0.27
O -0.153 1.740 -0.050 -0.22
N 2.378 -1.931 1.148 -0.39
N 0.890 -1.096 -0.453 -0.23
N -2.939 0.140 1.317 -0.49
C -0.355 -0.608 0.152 0.46
C 2.386 -0.972 0.098 -0.46
C -1.951 0.622 -1.232 -1.06
C -0.712 0.660 -0.503 0.26
C -0.154 3.088 -0.534 -0.74
C -1.534 -1.650 0.072 -0.75
H 2.656 -2.866 1.043 0.17
H -2.232 -0.166 -1.975 0.38
H 0.286 3.052 -1.540 0.38
H 2.819 -1.252 -0.884 0.34
H 0.855 -1.086 -1.453 0.26
H -1.450 -2.416 -0.718 0.41
H 2.625 -0.013 0.516 0.29
H -2.275 1.729 -1.525 0.36
H -3.808 0.511 1.552 0.29
H -0.195 -0.479 1.301 0.28
H -1.146 3.573 -0.646 0.33
H 2.465 -1.522 2.041 0.19
H 0.438 3.631 0.176 0.26
H -1.361 -2.106 1.033 0.40
```

Values from the calculation:
- HOMO (eV) = -12.1881
- HOMO-LUMO gap (eV) = 7.2454
- relative energy (zero: lowest compared OMol25 entry of this formula, charge and spin) (kcal/mol) = 124.15
- total charge = +1



ORCA calculation (ωB97M-V/def2-TZVPD) on the molecule C6H14N4P2.

The geometry in XYZ format:
```
26
Properties=species:S:1:pos:R:3:mulliken_charge:R:1
P 0.425 -0.118 -0.626 -0.12
P 0.793 0.498 1.604 0.14
N 2.535 0.276 1.518 0.18
N 2.964 -0.658 2.335 -0.69
N -0.913 -1.150 -0.349 0.30
N -0.273 1.422 -1.094 0.25
C 0.778 2.365 -1.386 -1.07
C 1.973 -1.209 2.962 -0.13
C -1.991 -0.846 0.541 -1.08
C 0.658 -0.832 2.872 -0.49
C -1.438 1.691 -1.973 -0.98
C -0.682 -2.499 -0.601 -1.05
H 0.004 -2.676 -1.528 0.31
H -1.794 2.658 -1.619 0.37
H -2.146 0.238 0.480 0.36
H -1.736 -1.174 1.591 0.38
H -0.293 -3.003 0.295 0.35
H 3.205 0.972 1.265 0.26
H -2.326 1.012 -1.701 0.25
H -1.568 -2.960 -0.856 0.39
H 2.290 -2.034 3.533 0.47
H -1.110 1.746 -2.990 0.35
H -2.793 -1.481 0.254 0.33
H 1.644 2.051 -0.873 0.31
H 1.244 2.314 -2.519 0.31
H 0.551 3.400 -1.134 0.33
```

Values from the calculation:
- HOMO (eV) = -7.9991
- HOMO-LUMO gap (eV) = 7.2476
- structure (SMILES) = CN(C)P(N(C)C)P1#CC=NN1
- relative energy (zero: lowest compared OMol25 entry of this formula, charge and spin) (kcal/mol) = 41.43



ORCA calculation (ωB97M-V/def2-TZVPD) on a 2-piece molecular cluster, C6H14N5 overall.

The geometry in XYZ format:
```
25
Properties=species:S:1:pos:R:3:mulliken_charge:R:1
N 1.451 -1.816 -1.414 -0.27
N 0.015 0.011 -1.627 -0.24
N -0.862 -0.162 0.989 -0.40
N 2.277 0.263 -2.007 -0.49
N 0.139 0.997 2.616 -0.05
C 0.173 -2.667 -0.984 -0.69
C -0.878 1.728 2.135 -0.19
C 0.093 -0.187 1.935 -0.23
C -2.390 1.587 -0.067 -1.15
C 1.230 -0.519 -1.754 0.64
C -1.468 1.129 1.091 0.41
H 0.648 1.147 3.428 0.17
H -3.004 0.872 -0.582 0.35
H -0.607 -0.278 -0.788 0.12
H -3.100 2.379 0.379 0.34
H -1.722 1.913 -0.911 0.17
H -0.278 -3.154 -1.942 0.30
H 3.100 -0.149 -1.551 0.26
H 0.735 -3.471 -0.420 0.29
H 2.090 1.304 -2.061 0.26
H -1.644 2.536 2.520 0.24
H -0.652 -2.115 -0.351 0.35
H 2.123 -2.224 -1.954 0.23
H 0.794 -1.138 2.185 0.30
H -0.194 0.909 -1.987 0.28
```

Values from the calculation:
- HOMO (eV) = -12.2167
- HOMO-LUMO gap (eV) = 9.4219
- relative energy (zero: lowest compared OMol25 entry of this formula, charge and spin) (kcal/mol) = 61.38
- total charge = +1



ORCA calculation (ωB97M-V/def2-TZVPD) on C6H14NO as an isolated structure.

The geometry in XYZ format:
```
22
Properties=species:S:1:pos:R:3:mulliken_charge:R:1
O -2.771 1.344 1.342 -0.87
N 3.094 0.751 0.615 -0.52
C -1.914 -0.293 -0.141 -0.98
C 1.994 -1.758 -0.879 -1.10
C -2.895 0.887 0.087 -0.67
C 0.032 1.401 0.001 -1.38
C 2.692 -0.462 0.522 0.05
C -0.535 -0.004 0.409 0.63
H -3.986 0.596 -0.132 0.32
H 2.346 -1.150 -1.743 0.31
H -2.351 -1.136 0.389 0.35
H 1.009 -2.231 -0.889 0.46
H -0.618 -0.123 1.530 0.22
H 0.888 1.629 0.637 0.40
H 2.868 -1.270 1.276 0.28
H -1.716 -0.475 -1.158 0.44
H 0.372 1.552 -0.999 0.35
H 2.661 -2.418 -0.393 0.33
H -0.561 2.308 0.155 0.39
H 0.077 -0.890 0.048 -0.28
H 1.961 0.090 0.025 0.09
H -2.645 1.650 -0.703 0.18
```

Values from the calculation:
- HOMO (eV) = -2.1884
- HOMO-LUMO gap (eV) = 4.8733
- relative energy (zero: lowest compared OMol25 entry of this formula, charge and spin) (kcal/mol) = 175.41
- total charge = -1



ORCA calculation (ωB97M-V/def2-TZVPD) on an isolated ion of composition C6H14NO and charge -1.

The geometry in XYZ format:
```
22
Properties=species:S:1:pos:R:3:mulliken_charge:R:1
O 1.918 -2.233 0.652 -0.83
N 1.692 -0.316 -0.802 -0.54
C -3.309 0.843 0.790 -1.24
C -2.181 0.198 0.071 -0.38
C -1.276 1.180 -0.847 -0.29
C -0.020 1.468 -0.133 -0.98
C 2.612 -1.431 -0.108 -0.45
C 0.921 0.247 0.311 -0.29
H -3.852 0.121 1.385 0.36
H 0.984 -0.789 -1.463 0.25
H 3.393 -0.787 0.399 0.25
H -2.965 1.581 1.529 0.29
H 0.687 1.989 -0.794 0.43
H -1.575 -0.445 0.713 0.39
H -0.079 2.018 0.826 0.22
H -2.631 -0.579 -0.736 0.21
H 3.121 -2.002 -0.954 0.28
H 1.723 0.515 1.154 0.36
H -0.969 0.513 -1.687 0.33
H -3.992 1.202 0.016 0.30
H 0.215 -0.519 0.614 0.10
H -1.737 2.226 -1.109 0.21
```

Values from the calculation:
- HOMO (eV) = -2.5410
- HOMO-LUMO gap (eV) = 6.1254
- structure (SMILES) = CCCCCNC[O-]
- relative energy (zero: lowest compared OMol25 entry of this formula, charge and spin) (kcal/mol) = 42.32
- total charge = -1



ORCA calculation (ωB97M-V/def2-TZVPD) on an isolated ion of composition C6H14NO and charge +1.

The geometry in XYZ format:
```
22
Properties=species:S:1:pos:R:3:mulliken_charge:R:1
O 1.607 -1.675 -2.510 -0.46
N -0.731 -1.315 -1.474 -0.20
C -0.889 0.985 0.654 -0.57
C 0.241 -0.198 -1.263 -0.36
C 1.502 -0.589 -2.012 -0.10
C 0.365 0.212 0.222 0.29
C 0.637 -0.959 1.178 -1.45
C -0.629 1.900 1.834 -1.37
H 1.216 0.894 0.250 0.47
H 0.437 -0.644 2.196 0.37
H 0.280 2.495 1.698 0.35
H -1.687 -0.972 -1.630 0.38
H 1.667 -1.311 1.115 0.37
H -1.295 1.588 -0.160 0.42
H -0.527 1.402 2.804 0.33
H -0.043 -1.805 1.012 0.38
H 2.289 0.174 -2.120 0.40
H -0.417 -1.854 -2.292 0.39
H -1.683 0.286 0.911 0.27
H -1.425 2.627 2.003 0.38
H -0.156 0.684 -1.764 0.47
H -0.760 -1.927 -0.653 0.24
```

Values from the calculation:
- HOMO (eV) = -14.9243
- HOMO-LUMO gap (eV) = 11.3854
- structure (SMILES) = CC[C@@H](C)[C@H]([NH3+])C=O
- relative energy (zero: lowest compared OMol25 entry of this formula, charge and spin) (kcal/mol) = 9.36
- total charge = +1



ORCA calculation (ωB97M-V/def2-TZVPD) on a 2-piece molecular cluster, C6H14NO overall.

The geometry in XYZ format:
```
22
Properties=species:S:1:pos:R:3:mulliken_charge:R:1
O -2.540 -2.669 1.803 -0.66
N -0.697 -1.399 -1.317 0.02
C -1.807 -1.690 -0.774 -0.14
C -0.119 0.868 -0.440 -0.47
C 0.697 2.064 -0.346 -0.89
C 1.630 1.996 0.863 -0.31
C 3.067 1.543 0.569 -1.08
C 0.102 -0.192 -1.209 0.13
H -0.217 -2.062 -1.954 0.33
H -0.971 0.862 0.259 0.24
H 3.287 1.393 -0.540 0.25
H -2.311 -2.660 -0.966 0.28
H 1.221 2.281 -1.260 0.52
H 1.726 2.991 1.304 0.39
H 1.232 1.248 1.591 0.27
H -2.500 -2.306 2.707 0.33
H -0.032 2.946 -0.149 0.26
H 0.856 -0.153 -1.989 0.35
H -3.502 -2.801 1.850 0.34
H 3.751 2.251 1.039 0.30
H -2.161 -1.103 0.048 0.25
H 3.464 0.573 0.861 0.32
```

Values from the calculation:
- HOMO (eV) = -14.0107
- HOMO-LUMO gap (eV) = 9.0695
- relative energy (zero: lowest compared OMol25 entry of this formula, charge and spin) (kcal/mol) = 47.34
- total charge = +1



ORCA calculation (ωB97M-V/def2-TZVPD) on a 2-piece molecular cluster, C6H14NO overall.

The geometry in XYZ format:
```
22
Properties=species:S:1:pos:R:3:mulliken_charge:R:1
O 1.520 -2.344 2.651 -0.59
N -1.717 -1.179 -0.923 0.11
C 1.709 1.894 -0.193 -0.48
C 0.536 1.256 0.662 -0.91
C -1.178 0.041 -0.424 -0.05
C -2.949 -1.458 -0.846 -0.11
C 0.098 -0.009 0.024 -0.34
C 1.283 2.092 -1.593 -0.75
H 2.365 1.141 -0.136 0.35
H 0.799 1.056 1.739 0.37
H 0.266 1.699 -1.686 0.16
H -3.327 -2.253 -1.312 0.33
H 1.945 -3.094 2.915 0.29
H 2.031 2.833 0.283 0.39
H 1.890 1.611 -2.420 0.27
H 1.548 3.194 -1.920 0.27
H 1.358 -1.837 3.443 0.31
H -3.743 -0.712 -0.528 0.25
H -1.803 0.986 -0.523 0.35
H -1.039 -1.694 -1.249 0.17
H 0.951 -0.670 -0.034 0.29
H -0.376 1.854 0.902 0.32
```

Values from the calculation:
- HOMO (eV) = -14.1186
- HOMO-LUMO gap (eV) = 8.9893
- relative energy (zero: lowest compared OMol25 entry of this formula, charge and spin) (kcal/mol) = 82.63
- total charge = +1



ORCA calculation (ωB97M-V/def2-TZVPD) on an isolated ion of composition C6H14NO and charge +1.

The geometry in XYZ format:
```
22
Properties=species:S:1:pos:R:3:mulliken_charge:R:1
O -2.336 2.249 -1.545 -0.41
N -1.896 0.730 0.587 -0.33
C -0.803 0.766 -0.477 0.24
C 1.623 -0.042 -0.137 -0.84
C 0.283 -2.252 0.162 -1.05
C 1.577 -1.463 0.413 -0.46
C 0.532 0.969 0.242 -0.93
C -1.201 2.089 -1.206 -0.23
H 2.564 0.394 0.179 0.36
H -0.862 -0.111 -1.111 0.53
H -0.445 2.877 -1.347 0.37
H 2.440 -1.975 0.019 0.38
H 0.561 -3.278 0.335 0.41
H 0.493 1.032 1.334 0.42
H -1.861 -0.187 1.014 0.28
H 1.614 -0.172 -1.221 0.33
H -1.801 1.495 1.253 0.36
H -0.540 -2.033 0.827 0.14
H 0.094 -2.266 -0.916 0.32
H 1.874 -1.580 1.464 0.38
H 0.928 1.943 -0.066 0.37
H -2.838 0.814 0.196 0.37
```

Values from the calculation:
- HOMO (eV) = -14.8620
- HOMO-LUMO gap (eV) = 10.8474
- structure (SMILES) = CCCC[C@@H]([NH3+])C=O
- relative energy (zero: lowest compared OMol25 entry of this formula, charge and spin) (kcal/mol) = 27.18
- total charge = +1



ORCA calculation (ωB97M-V/def2-TZVPD) on an isolated ion of composition C6H14NO and charge +1.

The geometry in XYZ format:
```
22
Properties=species:S:1:pos:R:3:mulliken_charge:R:1
O 1.111 -2.626 1.112 -0.56
N 0.401 -0.605 2.595 -0.22
C -0.003 0.911 0.675 -1.00
C 0.946 -1.407 0.406 -0.71
C -0.253 1.123 -1.830 -0.02
C -0.755 1.098 -0.606 -0.46
C -1.067 1.304 -3.082 -1.20
C -0.068 -0.542 1.168 0.01
H 1.887 -0.865 0.426 0.36
H -0.299 -0.219 3.227 0.37
H 1.266 -0.069 2.676 0.35
H 0.569 -1.576 2.831 0.33
H 0.780 -3.367 0.581 0.36
H 0.815 1.073 -1.934 0.38
H -0.363 1.616 1.423 0.43
H -1.817 1.313 -0.466 0.34
H -0.424 1.635 -3.888 0.35
H -1.813 2.090 -2.994 0.36
H 1.052 1.139 0.541 0.47
H 0.713 -1.496 -0.655 0.47
H -1.587 0.368 -3.289 0.27
H -1.093 -0.896 1.084 0.34
```

Values from the calculation:
- HOMO (eV) = -12.9940
- HOMO-LUMO gap (eV) = 9.6935
- structure (SMILES) = C/C=C/C[C@H]([NH3+])CO
- relative energy (zero: lowest compared OMol25 entry of this formula, charge and spin) (kcal/mol) = 15.60
- total charge = +1